{"formula": "C76H184Li2N17O24", "method": "ωB97M-V/def2-TZVPD", "e_tot_ha": -5757.63291, "total_charge": -1, "max_force_ha_per_bohr": 0.0996, "species": ["O", "O", "O", "O", "O", "O", "O", "O", "O", "O", "O", "O", "O", "O", "O", "O", "O", "O", "O", "O", "O", "O", "O", "O", "N", "N", "N", "N", "N", "N", "N", "N", "N", "N", "N", "N", "N", "N", "N", "N", "N", "C", "C", "C", "C", "C", "C", "C", "C", "C", "C", "C", "C", "C", "C", "C", "C", "C", "C", "C", "C", "C", "C", "C", "C", "C", "C", "C", "C", "C", "C", "C", "C", "C", "C", "C", "C", "C", "C", "C", "C", "C", "C", "C", "C", "C", "C", "C", "C", "C", "C", "C", "C", "C", "C", "C", "C", "C", "C", "C", "C", "C", "C", "C", "C", "C", "C", "C", "C", "C", "C", "C", "C", "C", "C", "C", "C", "Li", "Li", "H", "H", "H", "H", "H", "H", "H", "H", "H", "H", "H", "H", "H", "H", "H", "H", "H", "H", "H", "H", "H", "H", "H", "H", "H", "H", "H", "H", "H", "H", "H", "H", "H", "H", "H", "H", "H", "H", "H", "H", "H", "H", "H", "H", "H", "H", "H", "H", "H", "H", "H", "H", "H", "H", "H", "H", "H", "H", "H", "H", "H", "H", "H", "H", "H", "H", "H", "H", "H", "H", "H", "H", "H", "H", "H", "H", "H", "H", "H", "H", "H", "H", "H", "H", "H", "H", "H", "H", "H", "H", "H", "H", "H", "H", "H", "H", "H", "H", "H", "H", "H", "H", "H", "H", "H", "H", "H", "H", "H", "H", "H", "H", "H", "H", "H", "H", "H", "H", "H", "H", "H", "H", "H", "H", "H", "H", "H", "H", "H", "H", "H", "H", "H", "H", "H", "H", "H", "H", "H", "H", "H", "H", "H", "H", "H", "H", "H", "H", "H", "H", "H", "H", "H", "H", "H", "H", "H", "H", "H", "H", "H", "H", "H", "H", "H", "H", "H", "H", "H", "H", "H", "H", "H", "H", "H", "H", "H", "H", "H", "H", "H", "H", "H", "H"], "xyz": [[2.06857, 3.17152, -6.25829], [-0.59183, -5.04990, -0.54037], [-2.11031, 2.11241, -1.24884], [6.81340, -1.92042, 1.98140], [-1.06645, -2.30460, 5.07166], [4.74243, -7.69304, 2.23148], [1.29823, -1.71465, 0.36575], [4.30671, -1.43857, 1.55813], [-8.75075, -1.97694, -1.78368], [5.06259, 3.11264, 2.69376], [-2.90829, 4.29551, 4.15336], [7.12417, 2.30898, 4.24222], [-4.57084, -1.30566, -5.77886], [-0.62014, 5.87488, 7.36383], [-2.76203, -0.73490, -1.83076], [-0.04060, 7.47674, -4.21005], [-2.07547, 3.70054, -5.24706], [-4.64545, 6.36230, 0.10394], [5.64726, -0.81415, -2.70668], [5.65613, 5.72762, 5.85958], [1.29508, 0.59463, 1.54368], [3.55049, -6.29855, -3.75047], [0.15348, -3.88570, -4.10082], [-5.64460, -1.85099, 1.58573], [0.27163, 5.51509, -1.12297], [2.07196, -0.97020, -2.79677], [2.38597, -1.66067, 3.87733], [0.07023, 2.39749, 8.14163], [-0.03801, 1.13591, -4.93396], [-3.17394, 1.21643, -4.04050], [-3.28431, -3.98854, -1.08990], [4.31132, 3.11905, 5.90425], [-2.02858, -1.65853, -4.51862], [-5.18783, -1.15260, -2.63105], [-2.76206, 4.54790, 1.13395], [4.32357, -4.07037, 2.92454], [-5.07606, -4.82661, 3.65945], [0.27129, 2.54859, 4.44109], [2.49161, 3.40378, 1.88694], [4.51390, -3.12496, -1.32827], [6.55680, -5.16674, -5.32480], [-2.49599, 4.52547, -6.30405], [1.31395, -3.35804, -3.39707], [-2.89609, -4.89495, -0.02835], [3.35028, 3.27330, -6.88269], [4.19177, 4.13355, 6.85403], [-6.52043, -1.68151, -2.84921], [0.74523, 2.40235, -2.84428], [2.77146, -2.08641, -4.90688], [6.62887, 1.43317, 3.47631], [-1.65545, 6.62415, -2.15853], [3.78316, 3.37980, 8.18218], [-1.90297, 1.56422, 3.67262], [0.29920, -5.27064, -4.37823], [-3.38403, -1.25475, -6.47450], [-0.31638, 6.77733, -5.43511], [-5.50556, -0.30340, -6.10552], [4.84509, -6.43918, -4.35411], [-0.66868, 1.33661, 0.32146], [0.38994, -0.90946, -0.02527], [5.79319, 0.51599, -3.14950], [-0.39001, 5.86403, -2.38341], [6.98718, -3.22764, -1.60705], [6.39605, -0.85636, 2.41293], [1.47512, -1.56811, 6.17848], [-5.82411, -3.85934, 2.83827], [1.31832, -2.13535, 4.76025], [4.97827, -0.48960, 2.04145], [-0.11977, -1.88173, 4.14902], [3.31888, -7.35366, -2.82622], [1.71630, -1.95396, -3.84446], [-4.93148, -2.66861, 2.52829], [-5.00264, 2.58814, -3.18965], [5.78440, -0.99311, -1.29608], [-3.94433, 2.46595, -4.25628], [-5.08115, 6.57556, -1.19042], [-1.47508, -4.74313, 0.50312], [4.18757, -8.11853, 0.95118], [-1.67987, 3.88977, 4.74008], [0.60531, 6.76855, -3.13656], [5.15178, -5.23682, -5.23321], [-1.51646, 1.15667, -0.77967], [4.46029, -5.53508, -6.60470], [-3.79313, 4.85653, 5.09883], [4.21542, -6.55301, 2.87700], [-1.65367, -0.42265, -1.32133], [-1.05028, 2.85575, 3.83914], [5.50410, 4.93280, 6.98252], [0.75334, -5.09713, -0.12967], [2.07113, 2.55295, -4.95511], [7.01479, 5.62012, 5.36740], [6.14156, -5.33927, 1.89467], [4.54324, 0.87156, 2.14472], [4.67352, -5.28329, 2.11482], [-2.92957, -3.61417, -5.63682], [5.79174, -2.48537, -0.96771], [-7.08796, -3.37511, 3.56778], [0.03335, 7.02948, 6.85271], [0.17182, 4.76721, 7.60404], [-4.30329, 2.66042, 0.80996], [5.30760, 1.79847, 2.79473], [7.12636, 0.11318, 3.26730], [-3.90693, 4.04076, 0.34582], [-3.00095, 3.62589, -4.16597], [0.67294, 2.40135, -4.37773], [-2.98552, -6.35952, -0.47476], [-2.35909, -2.17118, -5.83450], [-9.48028, -1.75683, -0.51575], [-0.66567, -1.25350, -0.96208], [-2.37805, -2.24719, 4.55399], [-6.55495, -3.16086, -3.27760], [-0.66265, 3.65380, 8.24822], [-1.00347, 3.91661, 9.71197], [0.35294, 0.45221, 0.66786], [-4.95187, -0.65204, 1.26723], [-5.08213, 5.01196, 0.49602], [-7.37571, -1.50071, -1.57273], [2.30088, -1.06607, 1.90345], [-3.54088, -0.85750, -3.80505], [-0.18187, 3.73286, 10.40689], [-2.15969, -6.52132, -1.16264], [3.16199, -2.25752, 3.88737], [-3.92185, -2.95422, 2.10946], [2.64931, 1.61541, -4.95130], [6.27275, -6.12476, 1.08580], [3.49485, 1.06178, 1.72166], [-2.24981, 1.21417, -4.47996], [-4.00745, 4.09379, 5.87723], [6.85004, 0.78946, -3.23687], [4.93587, -6.38443, -7.01355], [-4.47413, -5.64889, 3.30300], [-0.47931, 4.95807, -2.89908], [3.13350, -7.93857, 0.95490], [3.80541, -2.86197, -0.62612], [-4.49979, 2.48516, -2.25976], [-3.57266, -4.62519, 0.72796], [-1.87362, 3.25874, 9.92045], [2.50538, -0.72976, 4.32277], [4.51857, -4.80158, -7.37197], [0.83749, 7.39228, 7.50599], [7.07458, -4.90381, -4.50167], [-3.60469, 4.53166, -4.22361], [-7.76133, -4.24118, 3.68958], [-1.53752, 0.81869, 3.00589], [1.27752, -5.60051, -0.93999], [0.79093, 4.43944, 6.72567], [-4.22652, -0.80324, 0.46079], [-6.89970, -3.02488, 4.57839], [-6.95821, -1.96070, -0.70569], [4.52347, 3.28094, 4.97637], [-3.41027, 5.64834, 5.63761], [-5.43031, 3.62182, -3.26174], [-0.26093, 4.88309, -0.59580], [4.93222, -0.56675, -0.76225], [-1.03334, 3.36251, 2.86219], [4.55322, -3.26076, 2.35379], [-1.44523, -2.15678, -6.58030], [2.84331, 2.85872, 7.93331], [-1.67952, -0.67258, -4.58728], [-3.90070, -6.54337, -0.96430], [0.83485, -1.48959, -4.35658], [-6.35898, -0.43033, -5.46741], [-4.73846, 5.88642, -2.02490], [4.46251, -9.14090, 0.66926], [7.32278, 6.40564, 4.74744], [-7.63464, -2.59207, 3.03506], [-1.91323, 3.50746, 5.77058], [3.77790, -2.35948, -4.52703], [2.18081, 4.01605, 1.16053], [2.49600, -1.58398, 6.52460], [0.80910, -2.20313, 6.72997], [-3.57144, -1.59639, -7.51076], [-2.76418, 5.55277, -6.07448], [0.79075, -5.80752, 0.77569], [2.36854, -2.79264, -5.65599], [6.68339, -0.47207, -0.95681], [6.52505, -4.33410, 1.69396], [-4.69040, -1.74064, -2.01676], [0.58242, 6.87273, 5.91637], [-9.24386, -2.58850, 0.17884], [-0.86461, 7.51532, -6.09705], [1.29051, 3.29342, -2.56341], [-4.39399, -0.36869, 2.22587], [4.60549, -7.39979, 0.19657], [-5.77744, 1.87793, -3.26303], [-9.13786, -0.86271, -0.00939], [3.87126, -7.19398, -1.88920], [1.13331, -4.05890, 0.01284], [-3.61066, 3.99288, -0.72438], [2.97300, -1.08902, -2.41257], [1.24165, 1.50863, -2.54385], [-1.58691, 3.53069, 7.66146], [0.52796, 6.33157, -0.56224], [-2.71706, -4.26350, -1.91568], [-3.27307, 4.14991, -6.92449], [-6.19650, -3.17671, -4.33559], [-0.60707, -2.38393, -1.26876], [5.70124, 5.60045, 7.82100], [2.20651, -4.00329, -3.54611], [-4.35291, 2.36884, -5.26762], [3.09643, -6.52985, 2.87911], [0.57499, 6.52031, -5.97353], [4.14185, 3.13782, 2.32721], [2.23729, -7.48651, -2.60935], [-4.73038, 5.06598, 4.55517], [-1.49487, 7.59951, -1.74408], [-6.02474, 4.90854, -0.03814], [3.39598, 2.52717, -7.75227], [-4.69761, 2.70729, 1.89307], [-3.64809, -3.78817, -6.47536], [4.11485, -5.17858, 1.17036], [-1.56958, -2.30781, -3.87217], [5.30440, 0.63033, -4.11905], [-7.44533, -0.43670, -1.27492], [7.05825, -4.21525, -1.11162], [-6.07863, -4.24984, 1.87205], [-3.53725, -3.64321, -4.72763], [-5.79839, -0.43422, -7.18188], [-1.33838, 4.91955, 9.96630], [1.11833, -5.46893, -5.11901], [-2.58557, 5.49395, 0.78402], [-3.47179, 2.02338, 0.78067], [-3.04508, -2.37958, 5.38889], [7.72933, 5.61308, 6.22285], [-3.10728, 4.75311, 2.08992], [-0.72953, 7.79078, 6.69399], [-3.08266, -2.98545, -1.03274], [5.67124, -6.42002, -3.66316], [4.20418, 3.13949, -6.24788], [-5.04760, 2.18543, 0.20361], [3.41679, 4.87436, 6.66987], [8.13545, -0.13539, 3.62497], [6.28739, 4.16628, 7.13805], [-4.98144, 0.67375, -5.91642], [-10.54296, -1.68648, -0.72693], [-2.15475, 6.85463, -3.10595], [5.33852, 1.31591, -2.47692], [5.01082, 2.42659, 6.23850], [-5.63665, 0.13805, 1.06151], [-7.55685, -3.56823, -3.23585], [3.55487, 3.99377, 9.00079], [-0.13535, -2.53626, 3.31980], [-1.68254, 4.52362, -7.02672], [7.88178, -2.62610, -1.28571], [-5.17307, -0.23500, -2.16421], [-2.01019, 1.19020, 4.70195], [0.63157, 0.35326, -4.80696], [2.27937, 3.93316, 2.72668], [-0.68014, -5.56057, -4.81017], [-2.88347, 1.93343, 3.32586], [1.35505, -0.95203, -2.09223], [4.59183, 2.73390, 8.53638], [-2.20831, -4.41023, -5.65865], [2.96932, -1.13071, -5.39383], [-2.38587, 6.03968, -1.53651], [-0.21172, -0.76695, 3.96254], [3.43185, -5.77046, -6.48816], [-4.70403, 7.56399, -1.40944], [-0.58189, 1.66251, 8.51419], [7.01747, -3.34308, -2.69673], [-2.98180, -6.96159, 0.45347], [0.96768, 3.25770, 4.25920], [-0.26554, 2.32313, -2.45930], [6.72754, -5.69167, 2.77961], [3.74752, -8.24482, -3.28647], [0.06540, 3.32957, -4.63390], [-2.86027, 1.26881, -3.07422], [-0.83393, 2.32746, 0.79508], [1.39687, -3.21772, 4.92371], [4.90210, -7.37744, -4.96450], [-5.84186, -3.70634, -2.65495], [-7.14421, -1.15856, -3.54869], [1.15643, -3.42650, -2.31811], [0.97303, 5.15285, 8.22282], [1.40405, 6.08174, -3.50844], [1.02260, 7.55888, -2.48562], [-0.83012, 5.82350, -5.24055], [-0.10827, 1.20957, -5.95968], [0.57145, 1.67972, 4.01360], [-3.07401, -0.20336, -6.58702], [-6.16703, 6.75046, -1.29352], [4.69346, -4.35503, -4.83092], [-5.65846, -5.17851, 4.35588], [4.27872, -2.93815, -2.30058], [1.08834, -0.51809, 6.23886], [-4.80677, -2.07116, 3.51523], [-0.98694, 4.74575, 4.88580], [4.65404, -6.59288, 3.91037], [-2.45901, 3.64492, -3.22744], [-1.30885, -3.70211, 0.81681], [-2.54942, -2.97489, 3.80818], [2.01244, 2.53508, 1.94877], [0.51956, -5.87102, -3.47089], [2.58794, 3.25447, -4.29060], [-1.33675, -5.44509, 1.37189], [7.18191, 4.77257, 4.80040], [3.46685, 4.24851, -7.39356], [-5.38783, 5.15152, 1.59314], [0.13487, 2.17959, 7.11515], [5.02470, -3.86189, 3.65037], [5.95100, -2.54534, 0.10625], [-2.59509, -1.24849, 4.13218], [6.79748, -4.53112, -6.03427]], "atomic_forces_ev_per_a": [[0.3, -0.3, 0.1], [-0.2, -0.1, -0.2], [-1.3, -0.1, -1.2], [0.5, -0.7, 0.1], [-0.5, -0.1, 0.6], [-0.2, -2.0, -0.5], [-1.7, 1.1, -0.9], [-0.3, 1.7, 0.6], [0.4, 1.0, 1.8], [0.0, -1.6, 0.9], [0.1, 0.5, 0.2], [-0.6, -1.0, -1.2], [-0.9, -0.5, 1.5], [-1.2, 1.2, -1.0], [0.5, 0.1, -0.4], [0.4, 0.0, -0.3], [-0.2, 0.1, 0.2], [-0.4, -1.9, 0.2], [-0.4, 0.2, 0.0], [1.6, 0.2, -1.8], [-1.3, 0.4, -0.7], [0.5, -0.2, 0.0], [1.3, 0.3, 0.3], [0.2, -0.3, 0.1], [1.4, 0.9, -0.7], [-1.0, -0.4, -1.6], [-2.7, 2.4, 0.3], [-0.7, -1.4, -0.7], [1.0, 0.8, 0.2], [0.0, -0.4, 0.3], [0.8, -0.2, -2.5], [-0.1, -3.0, 1.0], [0.3, 1.0, -0.5], [-0.9, 1.0, -1.1], [-0.6, 0.6, 0.1], [0.1, 0.2, 0.2], [1.8, -0.7, -0.9], [-0.9, -0.6, -0.3], [0.9, 1.3, 1.1], [0.4, -0.1, 0.9], [1.3, -0.6, -0.6], [0.9, -0.2, -0.9], [0.4, -0.8, 0.5], [1.0, 0.1, -0.6], [-1.0, -0.6, -2.1], [0.3, 1.0, 2.9], [-1.9, -0.8, 1.8], [-0.5, -0.6, -1.5], [0.7, 0.4, -0.5], [0.6, 0.0, 1.5], [-2.0, -1.0, -0.5], [0.0, 0.1, -1.8], [-0.6, 2.2, 1.6], [-0.2, -0.1, -0.4], [0.1, 0.0, -1.6], [-0.4, 0.7, 0.7], [1.3, 0.4, -1.0], [-0.7, 0.3, -0.2], [0.9, 0.6, 1.3], [0.0, -1.2, 0.0], [-0.3, 1.0, 0.7], [1.5, 2.2, 1.7], [0.7, 0.5, 1.3], [1.8, 2.3, 1.8], [-1.4, 0.9, -1.0], [0.9, 0.3, 0.1], [-0.6, -0.7, 0.5], [-0.4, -0.9, -0.6], [2.4, 1.2, 1.6], [0.3, 0.0, -0.1], [-1.0, 1.2, 0.1], [0.1, 1.3, 0.6], [0.2, 2.0, -0.9], [0.0, -0.1, -0.1], [1.2, -1.5, -0.4], [0.0, 1.5, -1.6], [-0.1, 0.4, 0.4], [1.4, 2.5, 0.4], [-0.7, -0.2, 0.9], [-0.2, -0.8, -1.2], [-2.2, -1.1, -0.9], [0.7, -2.4, -0.1], [1.1, 0.5, 1.0], [-1.4, -2.8, -0.9], [-0.3, 0.7, -0.8], [-2.2, 3.1, 0.7], [0.4, -0.2, -0.3], [0.1, -0.9, 1.1], [-0.1, -0.7, 0.7], [0.5, 1.0, 0.0], [-0.2, 0.6, 2.4], [1.2, -1.2, -0.8], [-2.1, -0.5, -0.1], [-0.5, 0.9, 2.2], [-1.1, 1.1, -1.4], [0.2, -0.2, -1.2], [-0.4, -1.1, -0.1], [0.4, -0.4, 0.1], [1.6, -0.1, -0.2], [-1.0, 0.8, 2.0], [0.8, 0.5, -1.3], [-1.0, -0.6, -1.3], [-0.4, 0.3, -0.2], [-0.5, 1.4, -0.8], [-1.0, -0.1, -0.9], [-0.1, 0.8, 1.1], [1.5, -0.8, -0.6], [1.1, -1.1, -1.0], [3.5, -3.7, 0.7], [0.4, 1.5, 0.8], [1.4, 1.0, -0.9], [0.5, 0.5, -0.3], [-1.0, -0.3, 0.1], [0.6, 0.2, 0.9], [1.5, -0.7, 2.2], [0.0, 2.1, 1.8], [-1.2, 0.3, -0.5], [0.0, -0.1, -0.4], [-1.0, 0.5, 0.8], [0.1, -0.4, -0.3], [0.0, -0.5, 0.2], [1.5, -0.8, 0.3], [-0.9, 0.2, 0.5], [-0.3, 0.0, -0.1], [0.6, 1.2, 0.7], [1.9, 0.1, 0.5], [-0.2, 0.6, -0.6], [-0.2, 0.1, -0.3], [0.1, -0.1, -0.1], [0.6, -1.2, -0.5], [-1.7, 2.3, 0.0], [-0.6, -1.3, -1.0], [-1.0, -0.3, 0.0], [0.1, 0.0, -1.0], [0.3, -0.1, 1.1], [-0.9, -0.3, 1.6], [0.6, 0.2, 0.4], [1.2, -0.7, -1.0], [0.2, 1.2, -0.4], [-0.3, 0.0, 0.5], [-0.4, 0.0, 0.4], [-0.1, 0.4, 0.3], [0.0, 0.3, -0.1], [0.6, -0.3, -0.5], [0.3, 0.2, 0.0], [-1.1, -0.1, 0.0], [0.0, 0.1, 0.0], [0.4, 0.2, 0.1], [0.5, -0.9, 0.6], [0.7, 1.2, -2.1], [0.9, 2.2, 0.7], [0.1, -0.9, 0.3], [-0.9, -1.0, 1.0], [-0.2, 0.3, -0.1], [0.5, -0.3, -0.1], [-0.5, 0.1, -0.6], [-1.5, -0.3, 1.3], [0.6, -0.3, 0.3], [0.5, -1.6, 0.5], [-1.2, -0.2, -0.7], [0.3, -0.7, 0.4], [-0.3, 0.0, 0.3], [-0.2, 0.3, 1.2], [0.0, 0.3, 0.6], [-0.3, 1.7, -0.8], [0.3, -0.2, -0.1], [0.4, 0.0, -0.8], [-0.7, -0.4, 0.0], [-0.3, -0.2, -0.9], [0.3, -0.2, 0.2], [-0.1, 0.0, 1.1], [0.2, -0.1, 0.1], [0.1, 0.1, 0.6], [0.4, 1.3, -0.9], [0.6, 0.1, 0.2], [0.2, -0.1, 0.1], [0.1, -0.3, -0.6], [0.7, -1.0, 0.9], [-0.4, -0.4, -0.3], [-0.3, 0.2, -0.4], [0.2, -1.1, 0.9], [-0.1, 0.1, 0.6], [-0.4, 0.1, -1.3], [-0.3, -0.8, 0.2], [-0.9, -0.9, -0.2], [0.0, 0.5, -0.1], [-0.2, 0.2, -0.1], [0.1, -0.8, 0.4], [0.0, 0.1, 0.6], [1.1, -0.4, 0.6], [0.8, -0.6, 0.5], [0.0, 0.7, 0.3], [-0.4, -0.3, -0.3], [-0.6, 0.3, 0.4], [-1.4, -0.9, -0.1], [-0.2, -0.3, 0.7], [-0.5, 2.2, 0.4], [-0.9, 0.0, 0.8], [-0.6, -0.1, -0.2], [-0.2, 0.5, 0.1], [0.6, -0.3, 0.3], [0.9, -0.1, -0.2], [-0.3, 0.8, -0.5], [0.7, 0.2, -0.3], [0.4, 0.2, 0.4], [0.3, 0.4, 0.7], [0.1, -1.0, -0.2], [0.1, 0.6, 1.3], [0.5, -0.1, -1.5], [0.5, -0.1, 0.5], [0.2, -0.1, 0.2], [0.3, 0.6, -0.6], [0.1, -0.2, 0.0], [0.1, 0.0, -0.5], [0.0, 0.4, -0.4], [-0.5, -0.5, -0.6], [0.2, 0.0, 0.0], [0.1, 0.4, 0.8], [-0.1, 0.3, -0.6], [-0.6, 0.2, 0.5], [0.2, -0.3, -0.1], [1.3, -0.8, 0.2], [-0.3, -0.3, 0.2], [-0.4, 0.0, -0.4], [0.4, -0.6, -0.4], [0.1, 0.0, 0.1], [0.2, -0.3, 0.9], [0.0, -0.5, 1.1], [0.3, -0.2, 0.7], [-0.7, 0.0, -0.5], [-0.4, -0.1, -0.5], [-0.6, 0.1, -0.1], [0.0, 0.1, -0.7], [-0.9, -0.6, -0.4], [0.0, -0.1, -0.1], [-0.1, -0.2, 0.0], [0.2, -1.2, -0.4], [-0.7, 0.6, -0.4], [-0.7, 0.4, -0.4], [-0.1, 0.0, 0.2], [-0.3, 1.4, 1.1], [-0.3, -0.1, -1.7], [0.5, 0.3, 0.2], [-0.5, -0.7, -0.5], [-0.2, -0.5, -0.3], [-0.1, -0.4, -0.3], [-0.5, 0.6, 0.2], [0.0, -0.1, 0.2], [0.7, -0.2, 0.3], [0.3, -0.5, 0.1], [0.0, 0.0, 0.2], [-0.2, -0.3, -0.4], [0.5, 0.0, 0.2], [-0.3, 0.2, -0.2], [0.7, 0.6, -0.4], [-0.1, -1.2, -0.4], [-1.0, -0.2, 0.5], [0.4, 0.3, -0.6], [1.0, 0.7, -0.4], [-0.4, 0.2, 0.2], [0.4, -0.1, -0.7], [0.0, 0.0, -0.1], [0.1, 0.6, 0.2], [-0.7, 0.1, -0.4], [-0.4, -0.5, 0.2], [0.7, -1.4, -0.2], [-0.3, -0.1, 0.6], [0.6, -0.6, -0.2], [0.1, 0.0, -0.6], [-0.1, 0.5, 0.5], [-0.2, -0.3, 0.0], [0.4, 0.8, -0.9], [-0.4, 0.3, 0.0], [0.4, -0.5, 1.1], [-0.1, 0.8, 0.1], [-0.2, -0.5, -0.2], [-0.2, 0.6, -0.1], [0.1, 0.3, 0.5], [0.5, 0.1, 0.0], [0.4, -0.1, 0.3], [0.0, -0.7, 0.3], [-0.4, 0.5, 0.6], [-0.9, -0.8, 1.3], [-0.3, 0.1, 0.5], [0.3, -0.7, 0.0], [0.2, -0.8, -1.5], [-0.3, -0.2, -0.2], [-0.6, 0.2, -0.9], [0.2, -0.3, 0.2], [0.1, -0.1, 0.3], [-0.1, -1.0, -0.8], [-0.9, -0.9, -0.5], [-0.2, 0.3, -0.3], [0.3, -0.1, 0.1], [0.1, 0.6, -0.5], [-0.1, -2.3, -0.9], [-0.3, -0.2, 0.5], [0.6, -0.6, -1.2], [0.1, 0.2, 1.1], [-0.1, -1.0, 0.0], [-0.2, -0.1, 0.0], [0.1, -0.2, 0.0], [0.6, 0.9, -1.1]]}